<i>
{"formula": "C6H16N2", "method": "the ωB97M-V functional and the def2-TZVPD basis", "species": ["C", "C", "N", "C", "H", "H", "H", "H", "H", "H", "H", "C", "C", "C", "N", "H", "H", "H", "H", "H", "H", "H", "H", "H"], "positions_angstrom": [[-1.2305, -2.8863, 0.7042], [-0.3127, -2.1823, 1.3618], [-0.5507, -1.2121, 2.3126], [0.4906, -0.2903, 2.7187], [-2.2868, -2.6513, 0.7602], [-0.8991, -3.6705, 0.0362], [0.7434, -2.3552, 1.1997], [-1.4847, -0.8320, 2.3284], [0.3369, 0.0198, 3.7536], [1.4541, -0.7891, 2.6491], [0.5373, 0.6176, 2.1085], [-0.7694, 0.3774, -1.6771], [0.2328, 1.5090, -1.9227], [0.4362, 2.3557, -0.6838], [1.5427, 1.0413, -2.3791], [-1.7990, 0.7269, -1.6764], [-0.6435, -0.3889, -2.4404], [-0.5750, -0.1288, -0.7301], [-0.1742, 2.1334, -2.7233], [1.2242, 3.0977, -0.8200], [-0.4815, 2.8434, -0.3681], [0.7253, 1.7052, 0.1449], [1.4239, 0.2999, -3.0616], [2.0597, 0.6594, -1.5955]], "mulliken_charge": [-0.85, 0.06, -0.24, -0.70, 0.24, 0.26, 0.23, 0.22, 0.31, 0.29, 0.12, -0.91, 0.53, -0.95, -0.68, 0.36, 0.36, -0.01, 0.22, 0.37, 0.37, -0.09, 0.24, 0.24], "spin_multiplicity": 1, "smiles": "CC(C)N.C=CNC", "e_lumo_ev": 0.99, "homo_ev": -7.971, "homo_lumo_gap_ha": 0.32914}

<ii>
{"formula": "C6H16N2", "method": "the ωB97M-V functional and the def2-TZVPD basis", "species": ["C", "C", "N", "C", "C", "C", "C", "N", "H", "H", "H", "H", "H", "H", "H", "H", "H", "H", "H", "H", "H", "H", "H", "H"], "positions_angstrom": [[-0.3362, 1.7343, 3.0108], [-0.2010, 1.3725, 1.4947], [-0.6232, 0.0106, 1.1188], [-1.1617, -0.4423, -2.5766], [-0.7128, 0.4088, -1.4411], [-0.0887, -0.3605, -0.2044], [1.5003, -0.6585, -0.3986], [1.8139, -1.2113, -1.6948], [-1.2388, 1.2116, 3.2570], [-0.2987, 2.7646, 3.3037], [0.3914, 1.1647, 3.6112], [0.7652, 1.7578, 1.0974], [-0.8969, 2.0837, 1.0089], [0.3980, -3.6936, 1.0230], [-2.0595, -1.0975, -2.3489], [-1.3911, 0.0968, -3.4294], [-0.2750, -1.1394, -2.6998], [-1.5451, 1.0513, -1.0629], [-0.0295, 1.2199, -1.6572], [-0.4113, -1.4187, -0.4220], [1.5976, -1.3968, 0.3884], [2.1022, 0.1627, -0.0168], [0.9118, -3.2056, 0.9354], [1.7890, -0.4152, -2.2968]], "mulliken_charge": [-1.32, -0.14, -0.42, -1.32, -0.60, 0.22, -0.48, -0.64, 0.34, 0.36, 0.31, 0.30, 0.29, 0.15, 0.28, 0.44, 0.35, 0.35, 0.40, 0.32, 0.37, 0.30, -0.13, 0.28], "spin_multiplicity": 1, "e_lumo_ev": -2.52, "homo_ev": -7.934, "homo_lumo_gap_ha": 0.19889}

<iii>
{"formula": "C6H16N2", "method": "the ωB97M-V functional and the def2-TZVPD basis", "species": ["C", "N", "C", "C", "C", "C", "C", "N", "H", "H", "H", "H", "H", "H", "H", "H", "H", "H", "H", "H", "H", "H", "H", "H"], "positions_angstrom": [[-1.4613, -1.1467, -0.1865], [-1.4907, 0.3140, -0.0641], [-0.4184, 0.9844, -0.7296], [0.6591, 1.3874, 0.2492], [-0.0082, 1.6992, 1.5766], [1.5043, 2.5053, -0.3311], [-0.2010, -1.7966, -0.8822], [-0.1517, -3.2206, -0.8163], [-2.4893, -1.4283, -0.5186], [-1.4522, -1.4874, 0.8547], [1.0704, -3.8547, 1.6007], [0.0251, 0.4941, -1.5863], [-0.7856, 1.9739, -1.1276], [1.2416, 0.4376, 0.5007], [0.5222, 1.3032, 2.4370], [-0.3530, 2.7017, 1.6976], [-1.0457, 0.7351, 1.1052], [0.8106, 3.3272, -0.6449], [2.2307, 3.0311, 0.2566], [1.9913, 2.1381, -1.2240], [-0.2688, -1.3667, -1.8688], [0.6782, -1.2686, -0.5038], [0.3127, -3.9465, 1.6811], [-0.9205, -3.5161, -1.4758]], "mulliken_charge": [-0.27, -0.46, -0.94, 0.91, -1.00, -1.61, -0.44, -0.57, 0.35, 0.30, 0.06, 0.29, 0.50, 0.09, 0.30, 0.35, 0.25, 0.36, 0.41, 0.35, 0.40, 0.16, -0.07, 0.27], "spin_multiplicity": 1, "e_lumo_ev": -3.10, "homo_ev": -6.995, "homo_lumo_gap_ha": 0.14322}

<iv>
{"formula": "C6H16N2", "method": "the ωB97M-V functional and the def2-TZVPD basis", "species": ["C", "C", "C", "C", "C", "N", "C", "N", "H", "H", "H", "H", "H", "H", "H", "H", "H", "H", "H", "H", "H", "H", "H", "H"], "positions_angstrom": [[0.2333, 2.1892, -0.9687], [-0.4417, 1.3062, -2.0141], [-0.7657, -0.0967, -1.3482], [-1.4409, -0.5093, 0.0080], [-0.8452, 0.0291, 1.2901], [0.2492, -0.8005, 1.9573], [1.0202, -1.7976, 1.2273], [2.3262, -1.2949, 0.8281], [-0.5480, 2.6700, -0.3632], [0.9295, 1.6710, -0.2941], [0.8252, 3.0197, -1.4112], [-1.2652, 1.8571, -2.4401], [0.2609, 0.9580, -2.7878], [0.1742, -0.6442, -1.4039], [-1.4653, -0.4491, -2.1078], [-2.4955, -0.3050, -0.0528], [-1.3469, -1.6078, -0.0764], [-1.6087, 0.1509, 2.0429], [-0.3526, 1.0055, 1.2071], [-0.2678, -1.1291, 2.7602], [1.0458, -2.7394, 1.7747], [0.5681, -2.0164, 0.2324], [2.2383, -0.4019, 0.3526], [2.9728, -1.0649, 1.5876]], "mulliken_charge": [-1.05, -0.38, -0.47, -0.67, -0.76, -0.35, -0.39, -0.66, 0.25, 0.21, 0.37, 0.37, 0.28, 0.22, 0.28, 0.44, 0.36, 0.36, 0.28, 0.28, 0.34, 0.20, 0.23, 0.26], "spin_multiplicity": 1, "smiles": "CCCCCNCN", "e_lumo_ev": 1.03, "homo_ev": -8.646, "homo_lumo_gap_ha": 0.35574}

Of them, <i> has the highest stability.

<i>
{"formula": "C6H16N2", "method": "the ωB97M-V functional and the def2-TZVPD basis", "species": ["C", "C", "N", "C", "C", "C", "C", "N", "H", "H", "H", "H", "H", "H", "H", "H", "H", "H", "H", "H", "H", "H", "H", "H"], "positions_angstrom": [[1.1179, -2.3775, 0.9229], [-0.1002, -1.4366, 0.8269], [0.2855, -0.0305, 0.8122], [-0.0864, 0.7357, 1.9839], [0.6813, -0.1922, -1.6164], [0.1923, 0.6790, -0.4559], [-1.2058, 1.2194, -0.7815], [-1.1919, 2.1028, -1.9567], [1.4427, -2.3433, 1.9676], [1.9772, -1.9488, 0.4006], [0.9243, -3.3731, 0.5218], [-0.7169, -1.6635, -0.0488], [-0.7438, -1.6528, 1.6863], [-1.1111, 1.1081, 1.9622], [-0.1083, 0.0441, 2.8361], [0.5969, 1.5530, 2.2273], [1.3965, -0.9383, -1.3028], [1.0881, 0.4112, -2.4228], [-0.1651, -0.7238, -2.0594], [0.8977, 1.5174, -0.3871], [-1.5689, 1.7948, 0.0691], [-1.8055, 0.3426, -1.0270], [-1.5124, 3.0375, -1.7477], [-0.2839, 2.1346, -2.4109]], "mulliken_charge": [-1.22, -0.76, 0.17, -1.23, -1.39, -0.08, -0.43, -0.55, 0.33, 0.33, 0.34, 0.32, 0.62, 0.42, 0.42, 0.29, 0.34, 0.41, 0.33, 0.32, 0.38, 0.19, 0.25, 0.21], "spin_multiplicity": 1, "smiles": "CCN(C)[C@@H](C)CN", "e_lumo_ev": 1.07, "homo_ev": -7.982, "homo_lumo_gap_ha": 0.33256}

<ii>
{"formula": "C6H16N2", "method": "the ωB97M-V functional and the def2-TZVPD basis", "species": ["C", "C", "C", "N", "C", "C", "C", "N", "H", "H", "H", "H", "H", "H", "H", "H", "H", "H", "H", "H", "H", "H", "H", "H"], "positions_angstrom": [[1.2475, 1.7743, -0.5765], [2.2459, 1.4802, -1.7424], [-0.0050, 0.8515, -0.6472], [0.3241, -0.4190, 0.0753], [0.9037, -1.4171, -0.8716], [-0.7815, -1.1062, 0.8071], [-1.7952, -0.3046, 1.6618], [-2.9219, -1.1735, 1.9711], [1.7051, 1.6993, 0.4023], [0.8337, 2.7765, -0.7228], [2.2911, 2.3671, -2.3707], [1.9596, 0.5628, -2.2421], [3.2467, 1.4057, -1.3117], [-0.7431, 1.2920, -0.0080], [-0.3996, 0.8447, -1.6686], [0.6921, -2.4134, -0.4941], [0.4908, -1.3502, -1.8786], [1.9781, -1.2645, -0.7732], [-1.3190, -1.7976, 0.1541], [-0.2046, -1.7477, 1.4920], [-2.2042, 0.5889, 1.2143], [-1.2105, -0.0221, 2.5533], [-2.7230, -2.0062, 2.4971], [-3.6109, -0.6210, 2.4788]], "mulliken_charge": [-0.58, -1.05, -0.46, 0.04, -1.22, -0.84, -0.43, -0.61, 0.32, 0.37, 0.34, 0.32, 0.25, 0.21, 0.29, 0.48, 0.32, 0.33, 0.43, 0.40, 0.45, 0.20, 0.20, 0.22], "spin_multiplicity": 1, "smiles": "CCCN(C)CCN", "e_lumo_ev": 1.11, "homo_ev": -8.370, "homo_lumo_gap_ha": 0.34828}

<iii>
{"formula": "C6H16N2", "method": "the ωB97M-V functional and the def2-TZVPD basis", "species": ["N", "C", "C", "C", "N", "C", "C", "C", "H", "H", "H", "H", "H", "H", "H", "H", "H", "H", "H", "H", "H", "H", "H", "H"], "positions_angstrom": [[3.9260, -0.3028, 0.3334], [2.6127, -0.3800, -0.1263], [2.0714, 0.8724, -0.7404], [1.9206, -1.5263, -0.2466], [-1.1637, 0.7471, -0.8195], [-1.9139, -0.3146, -1.0551], [-3.0818, -0.7287, -0.1538], [-3.1243, -0.0172, 1.2001], [4.3583, 0.5791, 0.1157], [4.5429, -1.0924, 0.2855], [0.2073, 2.6431, 1.5974], [2.5442, 1.2867, -1.6305], [1.0236, 0.7077, -1.0348], [2.0082, 1.6552, 0.0278], [0.8819, -1.5287, -0.5281], [2.3659, -2.4821, 0.0062], [-0.0828, 2.9077, 0.9569], [-1.7596, -1.0027, -1.9090], [-0.9724, -0.0370, -0.0286], [-2.9775, -1.8113, -0.0050], [-3.9947, -0.6064, -0.7397], [-4.0934, -0.1554, 1.6731], [-2.9364, 1.0300, 0.9723], [-2.3626, -0.4436, 1.8488]], "mulliken_charge": [-0.48, 0.82, -0.96, -0.94, -0.62, -0.06, -0.35, -1.25, 0.22, 0.20, 0.02, 0.33, 0.21, 0.26, 0.11, 0.24, -0.03, 0.36, 0.16, 0.28, 0.37, 0.37, 0.37, 0.35], "spin_multiplicity": 1, "e_lumo_ev": 0.83, "homo_ev": -7.942, "homo_lumo_gap_ha": 0.32238}

Of them, <i> has the highest stability.

<i>
{"formula": "C3H15NO4", "method": "the ωB97M-V functional and the def2-TZVPD basis", "species": ["N", "C", "C", "C", "H", "H", "H", "H", "H", "H", "H", "H", "H", "O", "H", "H", "O", "H", "H", "O", "H", "H", "O"], "positions_angstrom": [[1.6644, 2.7245, 1.1606], [0.6395, 2.6259, 0.1992], [-1.1334, 3.5242, 1.7198], [-0.7257, 3.1467, 0.5115], [1.3772, 2.5675, 2.1244], [2.2981, 3.5193, 1.0870], [0.6337, 1.5370, -0.0857], [1.0567, 2.9498, -0.7609], [-2.0394, 4.1050, 1.8476], [-0.5980, 3.3735, 2.6515], [-1.4053, 3.2971, -0.3197], [0.4764, -1.7309, -4.3057], [-0.8241, -2.5091, -4.8451], [0.0821, -2.5721, -4.5451], [1.6937, -7.1013, -0.5678], [0.7105, -6.3913, 0.3164], [1.5416, -6.2452, -0.1504], [-1.7620, -2.8149, 5.3286], [-1.7767, -2.4976, 3.9257], [-1.5050, -3.2337, 4.4938], [-0.4690, 1.0189, -3.8154], [-0.1854, 0.1376, -2.6133], [0.2501, 0.5692, -3.3570]], "mulliken_spin": [0.72, 0.01, 0.06, 0.09, -0.02, 0.00, 0.11, 0.01, 0.00, 0.01, 0.01, 0.00, 0.00, 0.00, 0.00, 0.00, 0.00, 0.00, 0.00, 0.00, 0.00, 0.00, 0.00], "spin_multiplicity": 2, "s2": 0.755, "e_lumo_ev": [-3.57, -9.17], "homo_ev": [-12.919, -12.919], "total_charge": 1, "homo_lumo_gap_ha": [0.34339, 0.13762]}

<ii>
{"formula": "C3H15NO4", "method": "the ωB97M-V functional and the def2-TZVPD basis", "species": ["C", "C", "C", "N", "H", "H", "H", "H", "H", "H", "H", "H", "H", "O", "H", "H", "O", "H", "H", "O", "H", "H", "O"], "positions_angstrom": [[1.8409, 1.9534, 0.0539], [0.5623, 2.1590, -0.7047], [0.0761, 0.9787, -1.2511], [-0.9969, 1.2016, -2.1461], [2.5202, 2.8615, -0.0571], [1.7157, 1.8668, 1.1763], [2.5131, 1.0516, -0.1769], [0.2528, 3.1559, -1.0232], [0.3480, -0.0478, -1.0550], [-1.7184, 0.5121, -2.1498], [-1.1804, 2.0904, -2.5073], [-0.5657, -0.0375, 3.5751], [0.1243, -0.8148, 2.6913], [-0.6194, -0.9749, 3.3264], [-3.1153, -1.1869, 1.9805], [-2.7994, -1.6062, 0.6292], [-3.5380, -1.5332, 1.2795], [0.7472, -2.3616, -0.0509], [-0.5234, -3.0353, 0.7824], [-0.0871, -2.2555, 0.5860], [0.7175, -1.1095, -1.4828], [2.2468, -1.1388, -1.7885], [1.4791, -1.7289, -1.6869]], "mulliken_spin": [-0.02, 0.39, 0.12, 0.42, 0.02, 0.06, 0.02, 0.01, 0.01, -0.01, -0.02, 0.00, 0.00, 0.00, 0.00, 0.00, 0.00, 0.00, 0.00, 0.00, 0.00, 0.00, 0.00], "spin_multiplicity": 2, "s2": 0.765, "e_lumo_ev": [-4.73, -7.98], "homo_ev": [-13.826, -13.826], "total_charge": 1, "homo_lumo_gap_ha": [0.33426, 0.21499]}

Of them, <ii> has the highest stability.

<i>
{"formula": "C3H5N", "method": "the ωB97M-V functional and the def2-TZVPD basis", "species": ["C", "C", "C", "H", "H", "H", "H", "H", "N"], "positions_angstrom": [[0.8508, -0.4714, -0.0523], [-0.1438, 0.6377, -0.0183], [-1.5275, 0.2012, -0.0847], [0.8524, -1.1446, -0.9208], [1.9006, -0.1588, 0.0524], [0.7506, -1.1329, 0.8904], [-0.0185, 1.1776, 0.9497], [-0.1393, 1.3219, -0.8241], [-2.5254, -0.4307, 0.0078]], "mulliken_charge": [-1.00, -0.12, 0.19, 0.31, 0.31, 0.27, 0.21, 0.25, -0.42], "spin_multiplicity": 1, "smiles": "CCC#N", "e_lumo_ev": 0.85, "homo_ev": -11.454, "homo_lumo_gap_ha": 0.45214}

<ii>
{"formula": "C3H5N", "method": "the ωB97M-V functional and the def2-TZVPD basis", "species": ["C", "C", "N", "C", "H", "H", "H", "H", "H"], "positions_angstrom": [[-1.2265, -0.4337, 0.1057], [-0.3205, 0.6357, -0.2467], [2.1218, -0.0699, -0.0687], [0.8840, 0.0115, -0.1741], [2.5414, 0.7443, 0.3869], [-0.5414, 1.6888, -0.3770], [-2.0485, -0.2443, 0.8008], [-1.4589, -1.1847, -0.6425], [0.0486, -1.1476, 0.2157]], "mulliken_charge": [-0.70, -0.21, -0.57, 0.19, 0.25, 0.34, 0.27, 0.29, 0.12], "spin_multiplicity": 1, "e_lumo_ev": 0.07, "homo_ev": -8.587, "homo_lumo_gap_ha": 0.31802}

Of them, <i> has the highest stability.

<i>
{"formula": "C3H5N", "method": "the ωB97M-V functional and the def2-TZVPD basis", "species": ["C", "C", "C", "N", "H", "H", "H", "H", "H"], "positions_angstrom": [[0.9054, 0.8173, -0.1085], [-0.6750, 0.4725, 0.0861], [-0.0718, -0.9315, -0.0831], [1.3127, -0.3649, 0.1495], [1.3094, 1.8132, -0.2363], [-0.9244, 0.6010, 1.2181], [-1.4197, 0.6736, -0.6566], [-0.1958, -1.7138, 0.6845], [-0.2407, -1.3675, -1.0537]], "mulliken_charge": [-0.01, -0.48, -0.31, -0.51, 0.31, 0.21, 0.32, 0.23, 0.23], "spin_multiplicity": 1, "e_lumo_ev": 1.05, "homo_ev": -9.398, "homo_lumo_gap_ha": 0.38384}

<ii>
{"formula": "C3H5N", "method": "the ωB97M-V functional and the def2-TZVPD basis", "species": ["C", "C", "C", "H", "H", "H", "H", "H", "N"], "positions_angstrom": [[0.2061, -0.1095, 0.5908], [0.5164, 0.0297, -0.8608], [0.8330, -0.0698, -2.0552], [-1.7026, 0.7110, 0.5071], [-1.3428, 0.0270, 1.9565], [0.8656, 0.6076, 1.0775], [0.6553, -1.0920, 0.9191], [1.2016, -0.0465, -3.0658], [-1.2326, -0.0575, 0.9308]], "mulliken_charge": [-0.43, -0.32, -0.02, 0.23, 0.22, 0.25, 0.26, 0.39, -0.57], "spin_multiplicity": 1, "smiles": "C#CCN", "e_lumo_ev": 1.00, "homo_ev": -9.466, "homo_lumo_gap_ha": 0.38453}

Of them, <ii> has the highest stability.

<i>
{"formula": "C3H5N", "method": "the ωB97M-V functional and the def2-TZVPD basis", "species": ["C", "C", "C", "N", "H", "H", "H", "H", "H"], "positions_angstrom": [[0.7575, 1.2648, 1.2073], [0.7752, 0.5861, -0.0760], [0.0204, -0.6672, -0.1381], [-0.3053, 1.9247, 1.1804], [1.2785, 0.7538, 2.0244], [0.9035, 1.1602, -0.9503], [0.2631, -1.1537, -1.0645], [-1.0477, -0.4127, -0.0565], [0.3030, -1.2461, 0.6991]], "mulliken_charge": [-0.01, -0.25, -0.87, -0.45, 0.32, 0.39, 0.29, 0.28, 0.31], "spin_multiplicity": 1, "e_lumo_ev": [0.06, 0.04], "homo_ev": [-9.181, -8.524], "homo_lumo_gap_ha": [0.33951, 0.31469]}

<ii>
{"formula": "C3H5N", "method": "the ωB97M-V functional and the def2-TZVPD basis", "species": ["C", "C", "C", "N", "H", "H", "H", "H", "H"], "positions_angstrom": [[-1.8008, -1.0656, 0.5425], [0.6718, -0.5554, 0.2462], [-0.7670, -0.4875, -0.1840], [-2.6946, -1.7496, 0.9250], [0.8758, -1.1322, 1.0931], [1.4230, -0.8913, -0.4229], [0.9646, 0.5005, 0.3984], [-1.0308, 0.2621, -0.9143], [-1.3032, 2.1735, 0.1766]], "mulliken_charge": [0.38, -0.88, -0.51, -0.41, 0.37, 0.33, 0.21, 0.49, 0.03], "spin_multiplicity": 1, "e_lumo_ev": [-0.60, -1.10], "homo_ev": [-9.067, -11.265], "homo_lumo_gap_ha": [0.31113, 0.37365]}

Of them, <i> has the highest stability.